2 unconnected molecules or ions with the total composition C2H2N2O, computed with the ωB97M-V functional and the def2-TZVPD basis.

Values from the calculation:
HOMO energy	-9.64	eV
structure (SMILES)	C#CO.N#N
largest force on an atom	5.08	eV/Å
LUMO	0.023	hartree
energy	-262.0981	Ha
total charge	0

The geometry in XYZ format:
```
7
Properties=species:S:1:pos:R:3:forces:R:3
C -0.081 -1.449 0.341 -0.6 -1.5 -0.3
C 0.435 -0.407 0.589 0.5 -0.8 0.0
N -1.074 1.861 -1.543 -1.0 -1.1 0.4
N -1.780 1.067 -1.259 1.0 1.2 -0.4
O 1.050 0.662 0.935 -4.6 1.5 1.5
H -0.467 -2.448 0.188 0.1 0.8 0.0
H 1.918 0.714 0.748 4.6 -0.1 -1.2
```
Forces are in eV/Å.

=====

2 unconnected molecules or ions with the total composition C2H2N2O, computed with the ωB97M-V functional and the def2-TZVPD basis.

Values from the calculation:
HOMO energy	-8.98	eV
structure (SMILES)	C1=NO1.C#N
largest force on an atom	3.73	eV/Å
LUMO	0.016	hartree
energy	-261.9579	Ha
total charge	0

The geometry in XYZ format:
```
7
Properties=species:S:1:pos:R:3:forces:R:3
C 1.763 -1.625 -0.293 0.7 -0.9 -0.6
C -0.889 -0.562 -0.595 -2.1 1.2 2.8
N 0.964 -1.125 0.344 1.5 0.3 1.3
N -1.456 0.145 0.293 0.7 0.3 -2.3
O -1.433 -1.416 0.313 -0.5 -1.2 -0.7
H -0.208 -0.665 -1.414 -0.7 0.3 -0.5
H 2.388 -2.190 -0.946 0.2 0.1 0.1
```
Forces are in eV/Å.

=====

4 unconnected molecules or ions with the total composition C2H2N2O, computed with the ωB97M-V functional and the def2-TZVPD basis.

Values from the calculation:
HOMO energy (spin up / spin down)	-11.32 / -11.16	eV
largest force on an atom	3.62	eV/Å
LUMO (spin up / spin down)	-0.121 / -0.119	hartree
energy	-261.9561	Ha
total charge	0

The geometry in XYZ format:
```
7
Properties=species:S:1:pos:R:3:forces:R:3
C -0.416 1.938 0.617 -1.5 0.0 0.6
C 0.747 -0.823 0.194 0.5 0.1 0.7
N -1.550 2.043 1.072 0.2 0.1 -0.1
N 0.679 1.723 0.172 1.2 0.4 -0.4
O 0.864 -1.549 1.044 0.1 -0.2 0.3
H 0.064 -1.465 -1.248 -1.8 -1.5 -2.7
H -0.389 -1.868 -1.851 1.3 1.1 1.7
```
Forces are in eV/Å.

=====

C2H2N2O in the gas phase, computed with the ωB97M-V functional and the def2-TZVPD basis.

Values from the calculation:
HOMO energy	-10.83	eV
structure (SMILES)	c1nnco1
largest force on an atom	1.81	eV/Å
LUMO	0.035	hartree
energy	-262.1194	Ha
total charge	0

The geometry in XYZ format:
```
7
Properties=species:S:1:pos:R:3:forces:R:3
O -0.259 0.964 -0.268 0.0 -0.7 1.7
C 0.144 -0.048 -1.067 0.1 -0.5 0.3
N 0.405 -1.140 -0.442 0.0 0.1 -0.1
N 0.171 -0.888 0.899 -0.1 0.1 0.4
C -0.216 0.322 1.027 0.1 0.1 -1.3
H 0.250 0.011 -2.151 -0.2 0.6 0.5
H -0.495 0.780 2.002 0.2 0.1 -1.5
```
Forces are in eV/Å.

=====

C2H2N2O2 in the gas phase, computed with the ωB97M-V functional and the def2-TZVPD basis.

Values from the calculation:
HOMO energy	-9.92	eV
structure (SMILES)	O=c1cn[nH]o1
largest force on an atom	5.53	eV/Å
LUMO	-0.009	hartree
energy	-337.2871	Ha
total charge	0

The geometry in XYZ format:
```
8
Properties=species:S:1:pos:R:3:forces:R:3
C 0.976 -0.128 -0.205 4.8 -0.7 2.7
C 0.162 1.111 -0.152 -3.1 -3.8 0.7
H 0.438 2.199 -0.094 -0.5 -1.6 0.0
H -1.694 -1.409 0.553 1.1 2.2 -1.6
N -1.054 0.561 0.105 -0.2 2.6 -1.0
N -1.147 -0.783 -0.171 -0.6 1.2 2.2
O 2.179 -0.339 0.079 -3.3 1.1 -1.8
O 0.139 -1.213 -0.115 1.9 -0.9 -1.2
```
Forces are in eV/Å.

=====

A molecular structure, C2H2N2O2, computed with the ωB97M-V functional and the def2-TZVPD basis.

Values from the calculation:
HOMO energy	-10.66	eV
largest force on an atom	0.44	eV/Å
LUMO	0.026	hartree
energy	-337.3633	Ha
total charge	0

The geometry in XYZ format:
```
8
Properties=species:S:1:pos:R:3:forces:R:3
O 1.975 0.075 0.129 0.1 0.1 0.1
C 0.655 -0.068 -0.017 0.0 -0.1 0.0
N 0.041 -1.213 -0.147 0.3 0.3 0.1
O -1.293 -0.828 -0.262 -0.1 0.1 0.0
C -1.304 0.499 -0.204 0.0 0.1 0.0
N -0.144 1.041 -0.060 -0.2 -0.1 -0.1
H 2.311 -0.509 0.818 0.0 -0.2 -0.1
H -2.260 0.996 -0.265 0.0 -0.1 -0.1
```
Forces are in eV/Å.

=====

C2H2N2O2S2 in the gas phase, computed with the ωB97M-V functional and the def2-TZVPD basis.

Values from the calculation:
HOMO energy	-9.11	eV
structure (SMILES)	O=C1NOC(=S)SN1
largest force on an atom	1.63	eV/Å
LUMO	-0.011	hartree
energy	-1133.7178	Ha
total charge	0

The geometry in XYZ format:
```
10
Properties=species:S:1:pos:R:3:forces:R:3
C 0.310 0.556 -1.124 -0.6 0.7 -1.4
C -0.333 -0.652 1.501 -0.7 -0.9 0.2
H -1.134 -0.709 -1.878 0.2 0.1 0.3
H 1.329 1.622 0.298 0.4 0.8 -0.6
N -0.417 -0.606 -1.166 0.2 -0.1 0.4
N 0.937 0.731 0.093 0.1 -0.9 1.2
O 0.412 1.344 -2.041 0.1 -0.4 0.3
O 0.072 0.578 1.229 0.0 0.4 0.2
S -0.314 -1.742 0.120 0.0 0.1 -0.1
S -0.862 -1.122 2.968 0.3 0.2 -0.5
```
Forces are in eV/Å.

=====

2 unconnected molecules or ions with the total composition C2H2N2O2S2, computed with the ωB97M-V functional and the def2-TZVPD basis.

Values from the calculation:
HOMO energy (spin up / spin down)	-8.00 / -9.51	eV
multiplicity	3
largest force on an atom	2.40	eV/Å
LUMO (spin up / spin down)	-0.026 / -0.065	hartree
energy	-1133.5845	Ha
total charge	0

The geometry in XYZ format:
```
10
Properties=species:S:1:pos:R:3:forces:R:3
C 0.190 -0.023 -1.056 -1.6 -0.1 -1.7
C 0.741 -1.146 -0.319 1.1 0.5 1.1
N 0.645 1.098 -0.772 0.5 1.3 0.6
N -2.082 0.242 1.243 0.9 -1.9 -0.5
O 0.479 -2.298 -0.286 0.2 0.3 0.0
O 1.719 -0.577 0.573 0.5 -0.1 0.3
S -2.378 0.321 -0.299 -0.6 0.4 0.2
S 2.022 1.043 0.556 -1.2 -0.9 -0.7
H 0.180 1.989 -1.046 0.9 -0.9 0.3
H -1.515 -0.649 1.407 -0.7 1.5 0.4
```
Forces are in eV/Å.

=====

C2H2N2O3 in the gas phase, computed with the ωB97M-V functional and the def2-TZVPD basis.

Values from the calculation:
HOMO energy	-10.35	eV
structure (SMILES)	O=c1cnon1O
largest force on an atom	6.35	eV/Å
LUMO	-0.014	hartree
energy	-412.4431	Ha
total charge	0

The geometry in XYZ format:
```
9
Properties=species:S:1:pos:R:3:forces:R:3
C 0.371 1.350 0.311 -3.9 1.6 -0.4
C -0.780 0.378 0.197 -3.9 1.9 4.6
H -0.103 -2.558 -0.421 -0.1 -0.3 0.3
H 0.350 2.466 0.431 0.0 -1.5 0.8
N -0.199 -0.739 -0.293 0.3 -1.6 -2.5
N 1.295 0.855 -0.314 5.1 0.3 -2.9
O -0.012 -1.961 0.336 -0.5 0.9 -0.3
O 1.019 -0.333 -0.920 -0.7 -0.2 2.4
O -1.941 0.541 0.672 3.7 -1.0 -1.9
```
Forces are in eV/Å.

=====

C2H2N2O3 in the gas phase, computed with the ωB97M-V functional and the def2-TZVPD basis.

Values from the calculation:
HOMO energy	-10.44	eV
structure (SMILES)	O=C=N[C@@H](O)N=O
largest force on an atom	2.42	eV/Å
LUMO	-0.043	hartree
energy	-412.5517	Ha
total charge	0

The geometry in XYZ format:
```
9
Properties=species:S:1:pos:R:3:forces:R:3
C -2.116 -0.189 -0.026 0.5 0.8 1.4
C 0.363 -0.116 0.370 -1.5 -0.3 -0.4
N -1.043 0.232 0.411 -1.3 -0.6 -0.6
N 1.136 1.161 0.368 1.3 1.2 -0.3
O -3.255 -0.417 -0.231 1.8 0.1 -0.2
O 0.661 -0.798 -0.742 2.0 -0.6 -1.2
O 2.036 1.138 -0.441 -1.1 0.1 1.1
H 1.569 -0.387 -1.014 -1.7 -0.9 0.1
H 0.649 -0.623 1.304 0.0 0.1 0.1
```
Forces are in eV/Å.

=====

C2H2N2O3 in the gas phase, computed with the ωB97M-V functional and the def2-TZVPD basis.

Values from the calculation:
HOMO energy	-9.85	eV
structure (SMILES)	O=c1nc(O)[nH]o1
largest force on an atom	10.23	eV/Å
LUMO	0.001	hartree
energy	-412.5684	Ha
total charge	0

The geometry in XYZ format:
```
9
Properties=species:S:1:pos:R:3:forces:R:3
C -0.172 0.613 0.820 3.0 -5.8 -6.3
C 0.015 -0.242 -1.168 0.0 -1.6 2.9
H -0.664 2.294 1.510 0.8 -2.8 0.3
H 1.185 -0.577 1.612 1.1 -0.8 -0.2
N -0.274 0.956 -0.406 -0.5 -1.6 -3.6
N 0.376 -0.671 1.031 -2.7 1.0 0.8
O -0.360 1.329 1.753 -2.1 7.3 6.8
O -0.051 -0.762 -2.217 -0.6 2.0 -2.2
O 0.374 -1.309 -0.212 1.0 2.1 1.5
```
Forces are in eV/Å.

=====

2 unconnected molecules or ions with the total composition C2H2N2O4, computed with the ωB97M-V functional and the def2-TZVPD basis.

Values from the calculation:
HOMO energy	-10.30	eV
structure (SMILES)	O=[N+]([O-])C#[N+][O-].C=O
largest force on an atom	4.68	eV/Å
LUMO	-0.060	hartree
energy	-487.5903	Ha
total charge	0

The geometry in XYZ format:
```
10
Properties=species:S:1:pos:R:3:forces:R:3
C -1.043 1.104 -0.716 4.0 2.3 -0.9
C 0.285 -0.735 0.247 -0.3 0.6 0.0
N -0.508 -1.484 0.639 0.9 0.8 -1.0
N 1.542 -0.163 0.367 2.0 -2.7 0.4
O 1.737 0.954 0.699 -0.4 2.1 0.2
O -2.160 0.789 -0.635 -2.8 -1.0 0.2
O -1.433 -2.161 0.768 -1.8 -1.5 0.9
O 2.416 -1.003 0.181 0.2 0.2 -0.3
H -0.361 1.368 0.150 -0.9 -0.1 -0.2
H -0.474 1.331 -1.701 -0.9 -0.6 0.7
```
Forces are in eV/Å.